i) The following is a DFT calculation (wB97M-V/def2-TZVPD) of C4H8OS2 in the gas phase.

```
15
Properties=species:S:1:pos:R:3:mulliken_charge:R:1
C 0.092 -1.495 0.895 -0.40
C -0.914 -2.293 1.690 -0.06
O -2.047 -2.438 1.325 -0.44
C -0.047 0.026 0.772 -0.70
S -1.212 0.575 -0.490 -0.05
S -0.039 0.730 -2.149 -0.08
C 0.674 2.416 -2.010 -0.73
H -0.016 -1.902 -0.116 0.20
H 1.117 -1.779 1.155 0.39
H -0.543 -2.893 2.547 0.34
H -0.420 0.434 1.721 0.38
H 0.929 0.499 0.733 0.35
H -0.101 3.073 -2.361 0.27
H 1.020 2.601 -1.002 0.26
H 1.507 2.448 -2.709 0.29
```

Results
Frontier orbital gap, eV: 9.62
Highest occupied orbital energy, eV: -8.93
LUMO level, eV: 0.69
Total charge: 0



ii) The following is a DFT calculation (wB97M-V/def2-TZVPD) of C4H8OS2 in the gas phase.

```
15
Properties=species:S:1:pos:R:3:mulliken_charge:R:1
C 0.987 -1.045 -0.277 -0.25
C 1.796 -2.114 -1.036 -0.31
O 2.907 -2.175 -1.505 -0.45
C -0.391 -0.852 -0.822 -0.59
S -1.572 -0.273 0.489 -0.13
S 0.058 1.582 1.043 -0.05
C -1.343 2.653 1.354 -0.89
H 0.885 -1.382 0.748 0.40
H 1.483 -0.080 -0.256 0.30
H 1.321 -3.086 -1.198 0.33
H -0.647 -1.853 -1.224 0.38
H -0.635 -0.115 -1.585 0.30
H -0.912 3.630 1.611 0.31
H -1.969 2.245 2.147 0.31
H -1.968 2.866 0.511 0.35
```

Results
Frontier orbital gap, eV: 7.59
Highest occupied orbital energy, eV: -9.00
LUMO level, eV: -1.41
Total charge: 0



Which of them is least stable? Easy: ii).



i) The following is a DFT calculation (wB97M-V/def2-TZVPD) of 2 unconnected molecules or ions with the total composition C3H8NO.

```
13
Properties=species:S:1:pos:R:3:mulliken_charge:R:1
C -1.975 -0.043 1.477 -0.62
O -1.029 0.826 1.134 -0.79
H -2.327 0.157 2.558 0.16
H -2.995 -0.112 0.894 0.15
H -1.695 -1.157 1.756 0.14
C 1.266 1.019 -0.806 -0.30
C 1.442 -1.272 -1.450 -0.26
N 1.994 -0.135 -1.375 -0.46
H 1.125 1.881 -1.422 0.24
H 1.876 1.327 0.171 0.13
H 0.172 0.739 -0.510 0.14
H 1.783 -2.181 -0.849 0.20
H 0.363 -1.047 -1.577 0.28
```

Results
Frontier orbital gap, eV: 6.34
Highest occupied orbital energy, eV: -2.18
LUMO level, eV: 4.16
Total charge: -1



ii) The following is a DFT calculation (wB97M-V/def2-TZVPD) of a gas-phase ion, C3H8NO (charge -1).

```
13
Properties=species:S:1:pos:R:3:mulliken_charge:R:1
C -1.061 -0.311 1.223 -0.74
N -0.982 0.538 0.045 -0.53
C 0.436 0.847 -0.275 -0.61
C 1.064 -0.337 -1.014 -0.27
O 0.275 -0.784 -1.993 -0.89
H -1.287 0.320 2.094 0.22
H -1.948 -0.959 1.190 0.31
H -0.217 -0.996 1.335 0.27
H -1.176 -0.045 -0.787 0.33
H 0.462 1.723 -0.924 0.27
H 0.982 1.113 0.640 0.29
H 2.104 -0.009 -1.312 0.25
H 1.349 -1.100 -0.222 0.11
```

Results
Frontier orbital gap, eV: 6.93
Highest occupied orbital energy, eV: -2.42
LUMO level, eV: 4.51
Total charge: -1



Which of them is least stable? Easy: i).



i) The following is a DFT calculation (wB97M-V/def2-TZVPD) of a gas-phase ion, C5H12NO (charge -1).

```
19
Properties=species:S:1:pos:R:3:mulliken_charge:R:1
C -1.099 -1.144 2.144 -0.80
N -1.230 -0.463 0.804 -0.38
C -0.035 -0.071 -0.088 0.39
C -0.198 1.173 -0.948 -0.98
C 1.171 1.944 -0.976 -0.26
O 2.146 1.437 -0.213 -0.84
C 0.508 -1.250 -0.833 -1.32
H -0.777 -2.183 1.994 0.27
H -0.311 -0.701 2.708 0.31
H -1.990 -1.199 2.861 0.26
H -1.882 -1.018 0.193 0.28
H 0.867 0.141 0.522 0.27
H -0.955 1.766 -0.307 0.28
H -0.850 0.934 -1.890 0.23
H 0.812 3.094 -0.806 0.12
H 1.526 2.119 -2.056 0.16
H 0.984 -0.942 -1.826 0.30
H 1.355 -1.442 -0.286 0.34
H -0.041 -2.192 -0.996 0.37
```

Results
Frontier orbital gap, eV: 6.26
Highest occupied orbital energy, eV: -2.39
LUMO level, eV: 3.87
Total charge: -1



ii) The following is a DFT calculation (wB97M-V/def2-TZVPD) of a gas-phase ion, C5H12NO (charge -1).

```
19
Properties=species:S:1:pos:R:3:mulliken_charge:R:1
C 0.878 -1.695 -1.232 -0.37
O 1.255 -2.290 -2.328 -0.91
C -0.714 -1.735 -0.944 -0.71
C -1.093 -0.864 0.215 -0.52
C -0.731 0.728 0.110 -0.64
C 0.830 2.463 1.128 -0.91
N -0.018 1.267 1.361 -0.44
H 1.336 -2.180 -0.373 0.17
H 1.108 -0.675 -1.362 0.14
H -0.995 -2.778 -0.621 0.29
H -1.180 -1.337 -1.810 0.35
H -2.221 -0.767 0.189 0.17
H -0.801 -1.351 1.136 0.47
H -1.574 1.285 -0.305 0.40
H -0.163 0.909 -0.794 0.37
H 0.333 3.382 0.964 0.35
H 1.920 2.288 0.658 0.27
H 1.236 2.758 2.268 0.25
H 0.596 0.593 1.741 0.26
```

Results
Frontier orbital gap, eV: 5.52
Highest occupied orbital energy, eV: -1.92
LUMO level, eV: 3.60
Total charge: -1



Which of them is least stable? Easy: ii).